Version 1
The following is a quantum chemistry calculation of an isolated molecule of C5H6O3, from the Open Molecules 2025 dataset.

Last column: Mulliken charge in e.
Geometry (Å):
1 C -2.241 0.596 0.905  -0.28
2 C -0.436 -1.020 -0.170  -0.29
3 C 2.405 0.501 -0.816  -0.20
4 C -1.214 0.299 -0.085  0.18
5 C 1.465 0.176 0.240  0.17
6 O -2.528 0.336 -0.461  -0.39
7 O 0.735 -0.885 0.583  -0.27
8 O 2.737 0.407 0.584  -0.37
9 H -2.591 -0.165 1.595  0.21
10 H -2.388 1.622 1.217  0.24
11 H -0.985 -1.857 0.281  0.30
12 H -0.221 -1.236 -1.225  0.24
13 H 2.845 -0.278 -1.428  0.23
14 H 2.418 1.504 -1.221  0.22

## Properties
LUMO level (alpha / beta) ... 0.6 / 0.0 eV
HOMO-LUMO gap (alpha / beta) ... 0.3371 / 0.2798 Eh
Net charge ... 0

=====

Version 2
The following is a quantum chemistry calculation of an isolated molecule of C5H6O3, from the Open Molecules 2025 dataset.

Last column: Mulliken charge in e.
Geometry (Å):
1 C -0.270 2.063 -0.002  -1.01
2 C 0.432 0.968 -0.008  0.06
3 C 1.213 -0.073 -0.013  0.91
4 O 2.570 0.223 -0.020  -0.45
5 C 0.810 -1.511 -0.018  0.35
6 O 1.686 -2.377 -0.032  -0.55
7 O -0.486 -1.903 -0.008  -0.38
8 C -1.637 -1.052 0.023  -0.69
9 H -1.354 2.036 0.020  0.28
10 H 0.215 3.033 -0.017  0.27
11 H 2.678 1.188 -0.021  0.32
12 H -2.520 -1.698 0.040  0.27
13 H -1.689 -0.445 -0.883  0.31
14 H -1.648 -0.453 0.937  0.31

## Properties
LUMO level (alpha / beta) ... -0.4 / -1.3 eV
HOMO-LUMO gap (alpha / beta) ... 0.2921 / 0.2624 Eh
Net charge ... 0

=====

Version 3
The following is a quantum chemistry calculation of an isolated molecule of C5H6O3, from the Open Molecules 2025 dataset.

Last column: Mulliken charge in e.
Geometry (Å):
1 C 1.527 -1.010 0.324  -0.61
2 C 0.294 -1.399 0.071  -0.07
3 O -0.882 -0.818 -0.807  -0.48
4 C -0.824 0.323 -0.072  0.73
5 C -1.496 0.512 1.084  -0.77
6 C -0.008 1.452 -0.685  0.22
7 O 0.213 2.489 -0.124  -0.56
8 O 0.505 1.145 -1.881  -0.50
9 H 2.261 -1.762 0.564  0.29
10 H 1.833 0.011 0.496  0.27
11 H -0.023 -2.429 0.122  0.42
12 H -1.438 1.469 1.573  0.32
13 H -2.192 -0.222 1.458  0.31
14 H 0.228 0.241 -2.123  0.44

## Properties
LUMO level ... 0.4 eV
HOMO-LUMO gap ... 0.3652 Eh
Net charge ... 0

=====

Q: Which of them is the most stable? A: version 3.

=====

Version 1
The following is a quantum chemistry calculation of a 2-piece molecular cluster, C5H6O3 overall, from the Open Molecules 2025 dataset.

Last column: Mulliken charge in e.
Geometry (Å):
1 C 0.356 1.157 -0.798  -0.94
2 C 0.427 0.511 0.368  0.95
3 C 1.433 0.830 1.426  -1.20
4 C -0.772 -0.263 0.832  -0.15
5 O -0.914 -0.689 1.952  -0.51
6 H 1.123 1.849 -1.107  0.26
7 H -0.468 1.033 -1.480  0.26
8 H 1.793 -0.093 1.878  0.30
9 H 2.268 1.405 1.035  0.38
10 H 0.989 1.407 2.237  0.28
11 H -1.631 -0.214 0.136  0.39
12 O -1.313 -3.431 -2.257  -0.34
13 C -1.554 -2.317 -2.069  0.69
14 O -1.737 -1.185 -2.152  -0.34

## Properties
LUMO level ... 0.3 eV
HOMO-LUMO gap ... 0.3750 Eh
Net charge ... 0

=====

Version 2
The following is a quantum chemistry calculation of an isolated molecule of C5H6O3, from the Open Molecules 2025 dataset.

Last column: Mulliken charge in e.
Geometry (Å):
1 O -2.855 1.071 0.163  -0.54
2 C -2.129 0.127 0.006  0.26
3 O -2.673 -1.128 -0.088  -0.52
4 C -0.652 0.206 -0.091  0.51
5 C 0.118 1.232 -0.192  -0.25
6 C 1.463 0.605 0.020  -0.38
7 C 1.300 -0.879 0.110  -0.42
8 O -0.142 -1.043 0.018  -0.46
9 H -1.974 -1.845 -0.243  0.44
10 H -0.159 2.268 -0.117  0.41
11 H 2.406 1.040 -0.757  0.27
12 H 1.863 0.891 1.048  0.17
13 H 1.773 -1.184 -0.941  0.22
14 H 1.662 -1.364 1.066  0.30

## Properties
LUMO level ... 0.6 eV
HOMO-LUMO gap ... 0.3601 Eh
Net charge ... 0

=====

Q: Which of them is the most stable? A: version 1.

=====

Version 1
The following is a quantum chemistry calculation of a 2-piece molecular cluster, C4H8NO overall, from the Open Molecules 2025 dataset.

Last column: Mulliken charge in e.
Geometry (Å):
1 C 1.068 -0.774 0.855  -0.62
2 C 0.986 -1.011 -0.623  -0.65
3 C 0.053 -0.041 0.032  0.25
4 C 0.225 1.438 -0.210  -1.32
5 N -3.354 -0.756 -0.141  -0.44
6 O -3.783 0.405 0.236  -0.48
7 H 0.732 -1.555 1.521  0.28
8 H 1.917 -0.219 1.230  0.22
9 H 1.784 -0.625 -1.246  0.21
10 H 0.586 -1.953 -0.970  0.28
11 H -0.410 1.751 -1.035  0.31
12 H 1.262 1.686 -0.446  0.36
13 H -0.076 2.000 0.674  0.28
14 H -0.991 -0.346 0.124  0.32

## Properties
LUMO level (alpha / beta) ... 3.9 / 3.9 eV
HOMO-LUMO gap (alpha / beta) ... 0.1587 / 0.1588 Eh
Net charge ... -1

=====

Version 2
The following is a quantum chemistry calculation of a 2-piece molecular cluster, C4H8NO overall, from the Open Molecules 2025 dataset.

Last column: Mulliken charge in e.
Geometry (Å):
1 C -0.024 0.389 -1.234  -0.97
2 C 0.403 1.529 -0.224  -0.04
3 C -1.270 -2.182 -0.219  -0.78
4 C 0.506 1.251 1.223  -0.88
5 N 1.209 0.819 -1.251  0.36
6 O 2.467 0.705 -1.521  -0.80
7 H -2.302 -1.955 -0.393  0.25
8 H 0.169 2.457 -0.645  0.47
9 H -0.981 -1.986 0.817  0.18
10 H -0.664 -1.362 -0.741  0.30
11 H -1.186 -3.126 -0.671  0.31
12 H -0.288 1.754 1.779  0.26
13 H 1.509 1.619 1.681  0.20
14 H 0.453 0.086 1.399  0.15

## Properties
LUMO level ... 4.3 eV
HOMO-LUMO gap ... 0.2659 Eh
Net charge ... -1

=====

Q: Which of them is the most stable? A: version 1.

=====

Version 1
The following is a quantum chemistry calculation of an isolated molecule of C2H4N4O2, from the Open Molecules 2025 dataset.

Last column: Mulliken charge in e.
Geometry (Å):
1 N 1.559 0.958 0.979  -0.57
2 N 1.236 0.785 -0.396  -0.56
3 C 0.150 0.011 -0.685  0.60
4 O -0.289 -0.357 -1.913  -0.25
5 N -1.739 -0.534 -1.748  -0.11
6 N -1.912 -0.856 -0.375  -0.41
7 C -0.865 -0.603 0.256  0.50
8 O -0.667 -0.488 1.623  -0.55
9 H 1.898 2.076 1.030  0.29
10 H 2.351 0.439 1.482  0.27
11 H -1.903 -1.483 -2.103  0.29
12 H 0.179 0.052 1.851  0.49

## Properties
LUMO level ... 0.5 eV
HOMO-LUMO gap ... 0.3462 Eh
Net charge ... 0

=====

Version 2
The following is a quantum chemistry calculation of an isolated molecule of C2H4N4O2, from the Open Molecules 2025 dataset.

Last column: Mulliken charge in e.
Geometry (Å):
1 N 2.162 -0.141 0.657  -0.43
2 C 0.798 -0.346 0.596  0.47
3 N 0.026 -1.162 1.266  -0.69
4 N -1.125 -1.031 0.527  0.15
5 C -1.201 -0.036 -0.380  0.54
6 N -1.890 0.339 -1.394  -0.41
7 O -1.381 1.447 -2.051  -0.31
8 O 0.169 0.443 -0.312  -0.42
9 H 2.527 -0.464 1.486  0.28
10 H 2.398 0.815 0.395  0.24
11 H -1.899 -1.613 0.760  0.21
12 H -0.586 1.747 -1.549  0.37

## Properties
LUMO level ... 0.5 eV
HOMO-LUMO gap ... 0.3102 Eh
Net charge ... 0

=====

Q: Which of them is the most stable? A: version 2.

=====

Version 1
The following is a quantum chemistry calculation of an isolated molecule of C4H7FN2, from the Open Molecules 2025 dataset.

Last column: Mulliken charge in e.
Geometry (Å):
1 H 0.566 1.168 -1.914  0.26
2 N 1.010 0.270 -2.112  -0.72
3 C 0.907 -0.208 -0.979  0.52
4 N 1.532 -1.408 -0.473  -0.54
5 C 0.459 0.527 0.193  -0.88
6 C -0.849 0.150 0.780  0.78
7 C -2.107 0.767 0.902  -0.84
8 F -0.670 -1.245 1.124  -0.31
9 H 1.573 -2.153 -1.235  0.26
10 H 1.262 -1.768 0.354  0.25
11 H 1.176 0.040 0.836  0.32
12 H 0.388 1.660 0.096  0.38
13 H -2.451 1.862 0.702  0.27
14 H -2.795 0.336 1.726  0.24

## Properties
LUMO level ... 0.7 eV
HOMO-LUMO gap ... 0.3786 Eh
Net charge ... 0

=====

Version 2
The following is a quantum chemistry calculation of an isolated molecule of C4H7FN2, from the Open Molecules 2025 dataset.

Last column: Mulliken charge in e.
Geometry (Å):
1 H 2.392 -0.742 1.369  0.24
2 N 1.298 -0.807 1.591  -0.78
3 C 0.432 -0.203 0.877  0.50
4 N -0.874 -0.031 1.480  -0.64
5 C 0.629 0.752 -0.376  -0.52
6 C -0.205 0.103 -1.490  0.36
7 C -1.056 -0.946 -1.403  -0.76
8 F -0.322 0.826 -2.762  -0.32
9 H -1.284 0.919 1.269  0.26
10 H -0.480 -0.180 2.618  0.34
11 H 1.787 0.738 -0.470  0.25
12 H 0.484 1.850 -0.210  0.30
13 H -1.238 -1.204 -0.234  0.33
14 H -1.563 -1.074 -2.260  0.44

## Properties
LUMO level ... 0.6 eV
HOMO-LUMO gap ... 0.3735 Eh
Net charge ... 0

=====

Q: Which of them is the most stable? A: version 1.